(1)
# C6H10N2

2 unconnected molecules or ions with the total composition C6H10N2 at a distorted geometry (ωB97M-V/def2-TZVPD, OMol25).

Positions of all 18 atoms, in Å:
H -2.200 2.029 0.714
N -1.378 1.738 1.240
C -0.388 1.354 0.531
C 1.020 1.486 1.046
C -0.449 1.397 -0.943
N -0.566 1.556 -2.076
H 1.000 1.502 2.132
H 1.616 0.645 0.693
H 1.481 2.399 0.670
C -0.666 -1.264 0.756
C -0.534 -1.437 -0.572
C 0.745 -1.769 -1.262
H -1.640 -1.226 1.217
H 0.162 -1.475 1.417
H -1.402 -1.352 -1.213
H 0.655 -2.738 -1.758
H 1.577 -1.817 -0.562
H 0.966 -1.027 -2.031

## Properties
**SMILES**: [H]/N=C(/C)C#N.C=CC
**Energy relative to the best compared isomer or geometry (same formula, charge and spin)**: 2.159 eV
**Frontier orbital gap**: 10.00 eV

Quick look at the Löwdin charges, all values in e: number 1, H, carries 0.072; number 2, N, carries 0.157; number 3, C, carries -0.469; number 4, C, carries -0.043; number 5, C, carries -0.194; number 6, N, carries 0.176; number 7, H, carries 0.086; number 8, H, carries 0.072; number 9, H, carries 0.093; number 10, C, carries -0.038; number 11, C, carries -0.252; number 12, C, carries -0.108; number 13, H, carries 0.063; number 14, H, carries 0.069; number 15, H, carries 0.101; number 16, H, carries 0.077; number 17, H, carries 0.072; number 18, H, carries 0.066


(2)
# C4H7N2S

A gas-phase ion, C4H7N2S (charge +1) at a distorted geometry (ωB97M-V/def2-TZVPD, OMol25).

Positions of all 14 atoms, in Å:
C -0.791 0.068 -0.698
C 1.121 -1.713 0.573
C 0.528 0.393 1.414
C -0.275 0.461 -1.806
N -0.430 0.682 0.567
N 1.397 -0.657 1.262
S -1.492 2.087 0.895
H -1.587 -0.770 -0.633
H 1.907 -2.566 0.519
H 0.718 1.000 2.310
H 0.459 1.245 -1.579
H -0.525 -0.011 -2.679
H 2.125 -0.541 2.000
H -2.586 1.363 0.565

## Properties
**Energy relative to the best compared isomer or geometry (same formula, charge and spin)**: 5.461 eV
**Frontier orbital gap**: 7.54 eV
**Charge**: +1

Quick look at the Löwdin charges, all values in e: number 1, C, carries -0.283; number 2, C, carries 0.114; number 3, C, carries -0.085; number 4, C, carries 0.070; number 5, N, carries -0.359; number 6, N, carries -0.051; number 7, S, carries 0.917; number 8, H, carries 0.167; number 9, H, carries 0.082; number 10, H, carries 0.163; number 11, H, carries 0.107; number 12, H, carries 0.065; number 13, H, carries 0.172; number 14, H, carries -0.078


(3)
# C4H6Br2O2

2 unconnected molecules or ions with the total composition C4H6Br2O2 at a distorted geometry (ωB97M-V/def2-TZVPD, OMol25).

Positions of all 14 atoms, in Å:
C -0.466 1.105 -0.052
C 0.566 0.332 -0.243
C -0.612 2.588 0.159
C 0.389 -2.107 0.259
O 1.517 -2.745 0.471
O -0.378 -2.503 -0.761
Br -2.181 0.159 0.407
Br 2.271 0.607 -0.793
H 0.135 3.210 -0.442
H -0.506 2.681 1.287
H -1.610 3.087 -0.165
H -0.031 -1.599 1.088
H 2.086 -2.856 -0.238
H -1.182 -1.959 -0.976

## Properties
**Energy relative to the best compared isomer or geometry (same formula, charge and spin)**: 3.381 eV
**Frontier orbital gap (spin up / spin down)**: 7.87 / 7.86 eV

Quick look at the Löwdin charges, all values in e: number 1, C, carries -0.794; number 2, C, carries -0.770; number 3, C, carries -0.184; number 4, C, carries -0.291; number 5, O, carries 0.141; number 6, O, carries 0.050; number 7, Br, carries 0.617; number 8, Br, carries 0.689; number 9, H, carries 0.088; number 10, H, carries 0.092; number 11, H, carries 0.087; number 12, H, carries 0.086; number 13, H, carries 0.093; number 14, H, carries 0.096


(4)
# C5H14

2 unconnected molecules or ions with the total composition C5H14 at a distorted geometry (ωB97M-V/def2-TZVPD, OMol25).

Positions of all 19 atoms, in Å:
C 0.860 1.314 -0.535
C -0.426 1.525 -1.346
C -0.625 0.609 -2.506
H 0.963 0.173 -0.455
H 0.849 1.985 0.386
H 1.658 1.633 -1.207
H -1.288 1.659 -0.625
H -0.333 2.522 -1.886
H -0.578 1.150 -3.442
H -0.116 -0.401 -2.417
H -1.728 0.261 -2.562
C 0.435 -2.321 2.026
C -0.223 -0.965 2.288
H 1.054 -2.703 2.822
H -0.458 -2.919 1.792
H 0.962 -2.376 1.020
H 0.444 -0.225 1.738
H -0.297 -0.762 3.357
H -1.258 -0.967 1.921

## Properties
**SMILES**: CCC.CC
**Energy relative to the best compared isomer or geometry (same formula, charge and spin)**: 1.280 eV
**Frontier orbital gap**: 11.89 eV

Quick look at the Löwdin charges, all values in e: number 1, C, carries -0.143; number 2, C, carries -0.373; number 3, C, carries -0.158; number 4, H, carries 0.077; number 5, H, carries 0.093; number 6, H, carries 0.060; number 7, H, carries 0.110; number 8, H, carries 0.108; number 9, H, carries 0.057; number 10, H, carries 0.087; number 11, H, carries 0.090; number 12, C, carries -0.183; number 13, C, carries -0.180; number 14, H, carries 0.053; number 15, H, carries 0.056; number 16, H, carries 0.075; number 17, H, carries 0.053; number 18, H, carries 0.058; number 19, H, carries 0.062


(5)
# C5H15NOS

2 unconnected molecules or ions with the total composition C5H15NOS (ωB97M-V/def2-TZVPD, OMol25).

Positions of all 23 atoms, in Å:
C -1.951 0.126 1.281
N -0.724 -0.176 0.561
C -1.008 -1.215 -0.424
C 0.308 -0.600 1.524
C 1.591 -1.049 0.860
C 2.279 -0.074 -0.104
S 2.047 1.694 0.209
H -2.551 0.824 0.700
H -1.720 0.605 2.230
H -2.547 -0.779 1.449
H -0.170 -1.354 -1.101
H -1.893 -0.910 -0.965
H -1.251 -2.155 0.072
H -0.073 -1.432 2.124
H 0.496 0.280 2.140
H 1.359 -1.946 0.292
H 2.274 -1.416 1.619
H 1.909 -0.253 -1.108
H 3.358 -0.186 -0.121
H 0.715 1.660 0.349
O -1.061 2.568 -4.060
H -0.848 2.491 -3.118
H -0.537 3.297 -4.411

## Properties
**SMILES**: CN(C)CCCS.O
**Energy relative to the best compared isomer or geometry (same formula, charge and spin)**: 0.812 eV
**Frontier orbital gap**: 9.49 eV

Quick look at the Löwdin charges, all values in e: number 1, C, carries -0.110; number 2, N, carries -0.293; number 3, C, carries -0.097; number 4, C, carries -0.260; number 5, C, carries -0.254; number 6, C, carries -0.548; number 7, S, carries 0.692; number 8, H, carries 0.083; number 9, H, carries 0.084; number 10, H, carries 0.084; number 11, H, carries 0.075; number 12, H, carries 0.085; number 13, H, carries 0.088; number 14, H, carries 0.121; number 15, H, carries 0.099; number 16, H, carries 0.094; number 17, H, carries 0.108; number 18, H, carries 0.051; number 19, H, carries 0.059; number 20, H, carries -0.161; number 21, O, carries -0.068; number 22, H, carries 0.033; number 23, H, carries 0.034


(6)
# C4H10O3

3 unconnected molecules or ions with the total composition C4H10O3 at a distorted geometry (ωB97M-V/def2-TZVPD, OMol25).

Positions of all 17 atoms, in Å:
C -1.448 0.826 -1.512
C -0.563 0.547 -0.542
C -0.920 -0.400 0.546
C -0.541 -0.204 1.830
O -1.469 -1.668 0.274
H -1.950 0.058 -2.030
H -1.725 1.786 -1.955
H 0.551 0.673 -0.582
H -0.732 -0.794 2.703
H -0.271 0.863 1.976
H -1.848 -1.920 1.143
O 1.995 1.485 0.550
H 2.833 1.546 0.963
H 1.391 1.211 1.254
O 1.790 -1.273 -1.247
H 2.069 -1.538 -2.110
H 0.837 -1.200 -1.260

## Properties
**SMILES**: C=CC(=C)O.O.O
**Energy relative to the best compared isomer or geometry (same formula, charge and spin)**: 4.452 eV
**Frontier orbital gap**: 8.67 eV

Quick look at the Löwdin charges, all values in e: number 1, C, carries 0.056; number 2, C, carries -0.141; number 3, C, carries -0.387; number 4, C, carries 0.042; number 5, O, carries 0.003; number 6, H, carries 0.052; number 7, H, carries 0.067; number 8, H, carries 0.093; number 9, H, carries 0.060; number 10, H, carries 0.067; number 11, H, carries 0.105; number 12, O, carries -0.048; number 13, H, carries 0.026; number 14, H, carries 0.004; number 15, O, carries -0.029; number 16, H, carries 0.029; number 17, H, carries 0.003


Which formula does entry 2 have? C4H7N2S


Which of these has the highest energy relative to the best compared isomer or geometry (same formula, charge and spin)? C4H7N2S